Here is C15H20LaNO4S4 as an isolated structure from the OMol25 dataset. Energies are from the ωB97M-V functional and the def2-TZVPD basis.

Each line ends with the Löwdin charge.
Geometry (Å):
La (7.380, 8.591, 8.959)  1.763
C (4.793, 11.331, 10.334)  -0.458
C (5.002, 10.530, 11.612)  -0.464
S (5.824, 8.925, 11.408)  0.781
C (6.615, 8.783, 13.077)  -0.464
C (7.577, 7.595, 13.081)  -0.476
S (8.733, 7.701, 11.650)  0.778
C (9.915, 9.034, 12.258)  -0.402
C (10.522, 9.835, 11.046)  -0.517
S (9.416, 10.656, 9.926)  0.791
C (8.307, 11.682, 11.056)  -0.458
C (7.285, 12.438, 10.207)  -0.527
S (6.212, 11.393, 9.238)  0.838
H (4.632, 12.369, 10.506)  0.083
H (3.967, 10.919, 9.786)  0.090
H (4.045, 10.435, 12.194)  0.122
H (5.665, 10.976, 12.384)  0.076
H (5.829, 8.571, 13.846)  0.122
H (7.252, 9.717, 13.211)  0.078
H (7.050, 6.644, 12.900)  0.094
H (8.209, 7.609, 13.958)  0.093
H (10.682, 8.439, 12.641)  0.056
H (9.489, 9.667, 13.046)  0.091
H (11.073, 9.133, 10.497)  0.060
H (11.251, 10.570, 11.411)  0.103
H (8.981, 12.357, 11.706)  0.133
H (7.815, 10.978, 11.829)  0.052
H (7.917, 13.106, 9.541)  0.115
H (6.793, 13.178, 10.800)  0.093
O (9.398, 5.233, 6.223)  0.212
C (8.682, 6.094, 6.884)  -0.458
O (9.090, 6.910, 7.696)  -0.032
C (7.242, 6.039, 6.459)  -0.197
C (6.719, 5.164, 5.537)  0.058
C (5.395, 5.367, 5.044)  0.047
C (4.683, 6.409, 5.631)  0.042
C (5.236, 7.142, 6.642)  -0.160
N (6.504, 7.001, 6.983)  0.036
C (4.461, 8.209, 7.486)  -0.556
O (3.343, 8.527, 7.150)  0.136
O (5.178, 8.598, 8.482)  -0.361
H (10.281, 5.240, 6.614)  0.163
H (7.294, 4.297, 5.134)  0.150
H (4.945, 4.788, 4.290)  0.115
H (3.634, 6.651, 5.327)  0.159

Its orbital gap is 8.7 eV. As for the HOMO energy: -15.29 eV. Its charge is +2. Its strongest force on any atom is 2.95 eV Å⁻¹. Its relative energy (zero: lowest compared OMol25 entry of this formula, charge and spin) is 2.1 kcal per mole.

Here is C4H8N2O in the gas phase from the OMol25 dataset. Energies are from the ωB97M-V functional and the def2-TZVPD basis.

Each line ends with the Löwdin charge.
Geometry (Å):
H (2.731, -0.580, -0.014)  0.058
N (2.361, -0.015, -0.773)  0.152
C (1.291, 0.612, -0.468)  -0.592
O (0.954, 1.829, -1.010)  0.033
N (0.716, 0.536, 0.958)  0.146
C (-0.322, -0.074, 0.750)  -0.288
C (-1.545, -0.453, 1.470)  -0.041
C (-0.417, -0.538, -1.063)  -0.036
H (1.517, 2.508, -0.615)  0.119
H (-1.371, -0.315, 2.539)  0.089
H (-1.804, -1.496, 1.265)  0.088
H (-2.380, 0.173, 1.145)  0.093
H (-1.470, -0.283, -1.199)  0.048
H (-0.002, -0.294, -2.041)  0.069
H (-0.260, -1.611, -0.943)  0.061

Its orbital gap is 9.9 eV. As for the HOMO energy: -9.10 eV. As for the SMILES: [H]/N=C(/O)N=C(C)C. Its strongest force on any atom is 5.67 eV Å⁻¹. Its relative energy (zero: lowest compared OMol25 entry of this formula, charge and spin) is 110.4 kcal per mole.

Here is C4H6O2 in the gas phase from the OMol25 dataset. Energies are from the ωB97M-V functional and the def2-TZVPD basis.

Each line ends with the Löwdin charge.
Geometry (Å):
C (-1.228, 0.895, 0.088)  -0.029
C (-0.726, -0.230, -0.485)  -0.341
O (-0.508, -1.335, 0.415)  -0.015
C (0.630, -0.843, -0.288)  -0.215
C (1.646, -0.112, 0.496)  -0.177
O (2.505, 0.300, -0.291)  0.019
H (-2.247, 0.862, 0.418)  0.101
H (-0.678, 0.882, 1.069)  0.133
H (-1.137, 1.427, -0.761)  0.077
H (-1.164, -0.752, -1.254)  0.130
H (1.198, -1.292, -1.067)  0.143
H (1.709, 0.200, 1.659)  0.175

Its orbital gap is 10.7 eV. As for the HOMO energy: -10.07 eV. As for the SMILES: C[C@@H]1O[C@@H]1C=O. Its strongest force on any atom is 7.07 eV Å⁻¹. Its relative energy (zero: lowest compared OMol25 entry of this formula, charge and spin) is 95.8 kcal per mole.

Here is a 2-piece molecular cluster, C5H13NO2 overall from the OMol25 dataset. Energies are from the ωB97M-V functional and the def2-TZVPD basis.

Each line ends with the Löwdin charge.
Geometry (Å):
C (-1.336, -2.151, -0.224)  -0.097
N (-0.819, -0.960, 0.448)  -0.080
C (-1.598, 0.329, 0.270)  -0.546
O (-1.224, 0.919, 1.447)  -0.085
O (-2.964, 0.085, 0.166)  0.017
H (-0.655, -2.982, -0.048)  0.080
H (-1.420, -2.004, -1.309)  0.086
H (-2.324, -2.381, 0.168)  0.075
H (0.141, -0.790, 0.156)  0.081
H (-1.293, 0.893, -0.623)  0.150
H (-0.795, -0.101, 1.752)  0.187
H (-3.278, -0.152, 1.050)  0.107
C (2.113, 0.057, -1.334)  -0.030
C (1.707, 1.207, -0.812)  -0.256
C (1.953, 1.654, 0.592)  -0.105
H (2.702, -0.649, -0.762)  0.059
H (1.905, -0.210, -2.360)  0.052
H (1.152, 1.904, -1.433)  0.097
H (2.570, 0.937, 1.135)  0.076
H (2.459, 2.621, 0.600)  0.076
H (1.003, 1.774, 1.118)  0.056

Its orbital gap is 10.6 eV. As for the HOMO energy: -9.73 eV. As for the SMILES: CNC(O)O.C=CC. Its strongest force on any atom is 3.29 eV Å⁻¹. Its relative energy (zero: lowest compared OMol25 entry of this formula, charge and spin) is 62.0 kcal per mole.

Here is C13H17BrN2O2S in the gas phase from the OMol25 dataset. Energies are from the ωB97M-V functional and the def2-TZVPD basis.

Each line ends with the Löwdin charge.
Geometry (Å):
C (-5.619, -0.806, -0.282)  -0.120
O (-4.542, -1.718, -0.337)  -0.078
C (-3.248, -1.373, -0.208)  -0.288
C (-2.385, -2.477, -0.335)  0.017
C (-1.023, -2.362, -0.243)  -0.002
C (-0.437, -1.111, -0.035)  -0.139
C (1.041, -1.040, 0.064)  -0.393
O (1.707, -2.004, 0.409)  0.073
N (1.589, 0.164, -0.274)  0.084
C (2.932, 0.545, -0.262)  -0.799
S (3.227, 2.096, -0.750)  0.680
N (3.806, -0.369, 0.138)  0.080
C (5.257, -0.244, 0.253)  -0.604
C (5.866, 0.056, -1.118)  -0.053
C (5.609, 0.859, 1.254)  -0.054
C (5.758, -1.595, 0.765)  -0.038
C (-1.269, -0.011, 0.110)  -0.088
C (-2.650, -0.132, 0.032)  -0.532
Br (-3.596, 1.522, 0.296)  0.792
H (-6.504, -1.416, -0.461)  0.095
H (-5.706, -0.333, 0.698)  0.069
H (-5.550, -0.043, -1.060)  0.071
H (-2.853, -3.433, -0.508)  0.125
H (-0.386, -3.227, -0.333)  0.123
H (0.982, 0.903, -0.607)  0.097
H (3.400, -1.272, 0.384)  0.111
H (5.597, -0.721, -1.830)  0.087
H (5.507, 1.011, -1.492)  0.031
H (6.949, 0.100, -1.040)  0.085
H (5.156, 0.651, 2.221)  0.087
H (6.687, 0.915, 1.377)  0.085
H (5.250, 1.821, 0.900)  0.031
H (5.317, -1.823, 1.733)  0.088
H (6.838, -1.574, 0.875)  0.087
H (5.498, -2.388, 0.067)  0.088
H (-0.864, 0.967, 0.326)  0.099

Its orbital gap is 8.5 eV. As for the HOMO energy: -8.37 eV. As for the SMILES: COc1ccc(C(=O)NC(=S)NC(C)(C)C)cc1Br. Its strongest force on any atom is 0.77 eV Å⁻¹. Its relative energy (zero: lowest compared OMol25 entry of this formula, charge and spin) is 0.0 kcal per mole.

Here is C34H37CoN6OSSb2 as an isolated structure from the OMol25 dataset. Energies are from the ωB97M-V functional and the def2-TZVPD basis.

Each line ends with the Löwdin charge.
Geometry (Å):
Co (-0.664, -0.198, 0.867)  0.342
O (-0.104, 2.603, 3.643)  0.049
C (-0.045, 1.684, 2.833)  -0.527
N (-1.037, 1.136, 2.136)  -0.067
C (-2.388, 1.599, 2.304)  -0.142
C (-3.248, 0.862, 1.314)  -0.242
C (-4.617, 1.079, 1.216)  -0.002
C (-5.346, 0.401, 0.261)  -0.035
C (-4.689, -0.489, -0.581)  -0.041
C (-3.332, -0.663, -0.422)  -0.096
N (-2.621, -0.008, 0.505)  0.036
C (1.256, 0.986, 2.507)  -0.161
C (2.437, 1.307, 3.148)  0.028
C (3.572, 0.566, 2.858)  -0.029
C (3.483, -0.466, 1.935)  -0.056
C (2.268, -0.705, 1.317)  -0.138
N (1.177, 0.008, 1.591)  0.047
H (-2.478, 2.681, 2.142)  0.129
H (-2.761, 1.423, 3.321)  0.137
H (-5.090, 1.783, 1.888)  0.129
H (-6.411, 0.561, 0.168)  0.118
H (-5.219, -1.039, -1.346)  0.112
H (-2.777, -1.346, -1.053)  0.108
H (2.424, 2.113, 3.868)  0.129
H (4.510, 0.782, 3.351)  0.118
H (4.340, -1.078, 1.690)  0.111
H (2.161, -1.488, 0.576)  0.106
N (-0.984, -4.260, 2.001)  0.189
C (-1.332, -3.896, 3.294)  -0.173
C (-1.655, -4.640, 4.424)  -0.010
C (-1.947, -3.924, 5.567)  -0.073
C (-1.915, -2.518, 5.591)  -0.070
C (-1.594, -1.786, 4.469)  0.003
C (-1.306, -2.497, 3.304)  -0.190
N (-0.959, -2.040, 2.045)  0.151
C (-0.775, -3.107, 1.314)  -0.253
C (-0.390, -2.956, -0.084)  -0.290
C (-0.134, -3.883, -1.041)  -0.306
S (0.262, -3.107, -2.514)  1.094
C (0.064, -1.589, -1.771)  -0.423
N (-0.272, -1.646, -0.514)  -0.036
H (-0.907, -5.196, 1.644)  0.167
H (-1.676, -5.721, 4.415)  0.114
H (-2.203, -4.458, 6.472)  0.109
H (-2.144, -2.006, 6.515)  0.109
H (-1.554, -0.704, 4.479)  0.109
H (-0.157, -4.957, -0.957)  0.084
H (0.208, -0.666, -2.319)  0.049
C (3.895, -0.828, -1.974)  -0.325
Sb (3.386, 1.233, -1.631)  1.320
C (5.401, 1.945, -1.780)  -0.338
C (2.904, 1.568, -3.722)  -0.334
C (1.591, 0.951, -4.093)  -0.298
C (1.578, -0.262, -4.786)  -0.059
C (0.395, -0.873, -5.172)  -0.117
C (-0.817, -0.268, -4.865)  -0.096
C (-0.821, 0.926, -4.162)  -0.074
C (0.362, 1.549, -3.760)  -0.327
C (0.277, 2.789, -2.925)  -0.314
Sb (-0.353, 2.234, -0.907)  1.370
C (0.596, 3.790, 0.204)  -0.302
C (-2.280, 3.170, -1.043)  -0.300
H (4.574, -0.892, -2.824)  0.013
H (3.001, -1.414, -2.189)  -0.026
H (4.388, -1.251, -1.099)  -0.006
H (5.879, 1.528, -2.666)  0.009
H (5.963, 1.647, -0.896)  -0.001
H (5.407, 3.032, -1.844)  0.002
H (3.711, 1.127, -4.306)  0.064
H (2.912, 2.643, -3.899)  0.063
H (2.526, -0.719, -5.051)  0.116
H (0.421, -1.797, -5.736)  0.105
H (-1.751, -0.716, -5.180)  0.108
H (-1.768, 1.400, -3.921)  0.112
H (-0.470, 3.478, -3.319)  0.069
H (1.223, 3.321, -2.858)  0.040
H (0.517, 4.744, -0.313)  0.016
H (1.647, 3.542, 0.351)  -0.016
H (0.122, 3.866, 1.184)  0.002
H (-2.174, 4.175, -1.448)  0.015
H (-2.733, 3.237, -0.054)  -0.011
H (-2.941, 2.588, -1.686)  0.003

Its spin multiplicity is 2. Its orbital gap (spin up / spin down) is 7.4 / 7.7 eV. As for the HOMO energy (spin up / spin down): -10.05 / -10.35 eV. Its charge is +1. Its strongest force on any atom is 0.17 eV Å⁻¹. Its relative energy (zero: lowest compared OMol25 entry of this formula, charge and spin) is 0.0 kcal per mole.

Here is a 2-piece molecular cluster, C3H10NO2 overall from the OMol25 dataset. Energies are from the ωB97M-V functional and the def2-TZVPD basis.

Each line ends with the Löwdin charge.
Geometry (Å):
C (1.642, 1.480, -0.805)  -0.205
N (0.865, 0.355, -0.385)  -0.132
C (0.739, 0.216, 1.083)  -0.496
O (0.274, -0.984, 1.480)  -0.265
H (1.175, 2.423, -0.488)  0.064
H (1.736, 1.477, -1.891)  0.060
H (2.632, 1.538, -0.299)  0.057
H (1.182, -0.529, -0.764)  0.092
H (1.749, 0.433, 1.513)  0.085
H (0.055, 1.051, 1.371)  0.103
H (-1.075, -0.964, 1.193)  -0.003
C (-2.192, -1.316, -0.441)  -0.275
O (-2.114, -0.833, 0.866)  -0.241
H (-2.151, -0.520, -1.203)  0.050
H (-1.361, -1.990, -0.690)  0.059
H (-3.155, -1.837, -0.541)  0.047

Its orbital gap is 7.5 eV. As for the HOMO energy: -3.42 eV. Its charge is -1. Its strongest force on any atom is 0.67 eV Å⁻¹. Its relative energy (zero: lowest compared OMol25 entry of this formula, charge and spin) is 20.7 kcal per mole.

The calculation returns the following electronic energy values, one per record and in order: -69749.8829 -9301.6067 -8336.3059 -10979.1893 -101710.5692 -108381.6629 -8857.8970 eV.